Density functional theory data (wB97M-V/def2-TZVPD) for a structure of composition C24H26CuN4S2Si.

The geometry in ORCA input format:
```
! wB97M-V def2-TZVPD RIJCOSX def2/J DEFGRID3
* xyz 0 2
C 0.77 2.22 4.22
C 1.18 2.61 2.92
C 0.02 2.82 2.15
H 2.19 2.72 2.58
C -1.11 2.56 2.96
C -0.64 2.19 4.25
H -1.25 1.94 5.10
H 1.43 1.99 5.05
H -0.01 3.09 1.10
H -2.14 2.63 2.65
Cu 0.06 0.61 2.75
C -0.31 0.03 0.71
H -1.25 0.48 0.38
H -0.38 -1.04 0.46
H 0.47 0.44 0.07
Si -0.50 -1.43 -3.36
C 1.30 -1.20 -3.84
C 1.95 0.01 -3.59
H 1.41 0.83 -3.13
C 3.29 0.18 -3.92
H 3.78 1.13 -3.71
C 4.00 -0.85 -4.51
H 5.04 -0.72 -4.77
C 3.36 -2.06 -4.77
H 3.91 -2.87 -5.24
C 2.03 -2.23 -4.44
H 1.54 -3.17 -4.66
C -1.49 0.10 -3.76
C -1.30 0.79 -4.97
H -0.54 0.44 -5.67
C -2.04 1.91 -5.28
H -1.88 2.43 -6.21
C -3.00 2.38 -4.39
H -3.59 3.26 -4.63
C -3.21 1.71 -3.19
H -3.95 2.07 -2.49
C -2.46 0.59 -2.88
H -2.63 0.08 -1.94
H -0.65 -1.70 -1.91
H -1.01 -2.62 -4.10
N -3.48 0.00 2.09
C -2.69 -0.98 2.72
N -1.37 -0.86 3.00
C -0.88 -1.97 3.59
C -1.79 -3.00 3.80
S -3.28 -2.48 3.21
C 0.52 -1.95 3.95
C 1.24 -2.95 4.59
S 2.81 -2.38 4.82
C 2.49 -0.89 4.10
N 1.21 -0.81 3.67
N 3.46 0.12 3.93
H -4.48 -0.17 1.92
H -3.07 0.88 1.76
H -1.58 -3.96 4.26
H 0.86 -3.92 4.90
H 4.42 -0.03 4.27
H 3.24 0.99 3.43
*
```

Properties
Orbital gap (spin up / spin down)   6.82 / 7.12 eV
Electronic energy   -3875.42601 Ha
Molecular weight   526.3 u
Energy above the lowest of the compared OMol25 structures with the same formula, charge and spin   3.17 kcal/mol
Max |F|   2.98 eV/Å